{
  "formula": "C19H36AlCl2O7S3",
  "method": "ωB97M-V/def2-TZVPD",
  "species": ["C", "C", "Al", "C", "C", "O", "Cl", "C", "C", "C", "Cl", "H", "H", "H", "H", "H", "H", "H", "H", "H", "H", "H", "H", "C", "C", "C", "S", "O", "O", "C", "H", "H", "H", "H", "H", "H", "H", "H", "C", "C", "C", "S", "O", "O", "C", "H", "H", "H", "H", "H", "H", "H", "H", "C", "C", "C", "S", "O", "O", "C", "H", "H", "H", "H", "H", "H", "H", "H"],
  "positions_angstrom": [[6.3925, -0.3558, -1.8563], [5.1599, 0.1291, -2.0460], [4.5295, 1.8358, -1.1591], [4.8679, 3.4943, -2.3864], [4.0282, 4.6304, -2.0686], [4.0673, 5.3646, -1.1294], [2.7128, 4.9430, -3.3157], [2.6419, 1.7209, -0.4294], [1.4369, 1.3898, -1.3313], [1.7808, 0.8457, -2.7050], [0.2922, 2.7960, -1.5158], [6.5933, -1.4266, -1.9024], [7.2223, 0.3130, -1.6470], [4.5022, -0.4825, -2.6708], [5.4963, 2.0580, 0.0757], [5.8860, 3.7792, -2.1096], [4.8563, 3.2491, -3.4452], [2.6511, 1.0239, 0.4136], [2.4534, 2.7155, -0.0091], [0.8466, 0.6298, -0.8279], [0.8724, 0.7701, -3.3060], [2.4894, 1.4806, -3.2387], [2.1471, -0.1739, -2.5867], [3.0739, 5.4482, 3.6729], [4.3114, 5.5306, 4.5790], [4.9282, 4.1277, 4.6405], [4.4914, 3.3217, 3.0804], [3.6177, 2.2146, 3.3832], [5.6579, 3.1576, 2.2662], [3.5066, 4.6703, 2.4358], [2.6985, 6.4359, 3.4075], [2.2747, 4.9109, 4.1895], [5.0296, 6.2306, 4.1470], [4.0603, 5.8921, 5.5766], [6.0120, 4.1467, 4.7224], [4.5060, 3.5301, 5.4462], [2.6836, 4.2569, 1.8573], [4.1527, 5.2596, 1.7854], [-2.8637, -2.7761, -0.3755], [-3.3659, -1.4016, 0.0835], [-2.2590, -0.3773, -0.2060], [-1.3374, -1.0340, -1.6042], [-0.0082, -1.3746, -1.1695], [-1.5738, -0.2209, -2.7680], [-2.2666, -2.5584, -1.7622], [-3.6704, -3.5046, -0.3974], [-2.0897, -3.1364, 0.3064], [-4.2655, -1.1451, -0.4798], [-3.6309, -1.3997, 1.1403], [-2.6487, 0.5990, -0.4819], [-1.5602, -0.2771, 0.6223], [-1.5951, -3.3511, -2.0832], [-3.0411, -2.3908, -2.5106], [-8.3641, -5.6606, 0.5163], [-8.1327, -6.4232, -0.7957], [-6.9170, -5.7912, -1.4843], [-5.8921, -5.1152, -0.1663], [-5.8886, -3.6795, -0.2966], [-4.6697, -5.8659, -0.0582], [-6.9958, -5.5411, 1.1786], [-9.0740, -6.1730, 1.1639], [-8.7604, -4.6658, 0.3025], [-7.9287, -7.4729, -0.5760], [-9.0078, -6.3882, -1.4429], [-6.3260, -6.5127, -2.0425], [-7.1983, -4.9623, -2.1305], [-6.9372, -4.7671, 1.9399], [-6.6619, -6.4956, 1.5850]],
  "forces_ev_per_a": [[-0.34, -0.10, -0.12], [0.03, 0.79, -0.79], [0.09, -0.26, -0.09], [0.05, 0.44, -0.40], [0.45, -0.22, 0.18], [-0.17, 0.10, 0.06], [-0.19, 0.01, -0.15], [-0.15, 0.50, -0.61], [0.52, -0.58, 0.37], [-0.65, 0.13, -0.15], [-0.05, 0.10, 0.07], [0.39, 0.06, -0.68], [0.00, -0.20, 0.88], [-0.28, -0.57, 0.80], [0.14, 0.05, -0.01], [0.00, -0.20, 0.23], [-0.23, -0.10, 0.02], [0.02, 0.05, 0.06], [0.11, -0.06, 0.21], [-0.14, 0.23, -0.10], [0.01, 0.02, -0.05], [0.14, -0.06, 0.08], [0.33, 0.10, 0.01], [0.03, -0.05, 0.04], [-0.01, -0.03, -0.02], [-0.01, 0.23, 0.12], [-0.18, 0.18, -0.29], [0.09, -0.06, 0.11], [0.24, -0.07, 0.44], [-0.12, 0.16, 0.07], [0.00, 0.00, 0.01], [-0.02, 0.00, -0.02], [0.00, -0.01, -0.03], [0.01, 0.01, 0.00], [0.01, -0.09, -0.04], [-0.04, -0.06, -0.06], [0.07, -0.08, -0.04], [-0.01, -0.05, -0.06], [0.06, 0.00, 0.03], [0.05, 0.00, -0.06], [-0.23, -0.03, 0.17], [-0.36, -0.18, -0.15], [0.03, -0.12, -0.08], [0.20, 0.01, -0.04], [-0.18, -0.13, 0.22], [0.24, 0.12, 0.01], [0.02, -0.01, -0.03], [0.00, -0.01, 0.00], [-0.01, 0.00, 0.00], [0.14, 0.05, -0.05], [0.07, -0.01, -0.05], [0.08, 0.09, -0.04], [0.01, 0.02, -0.01], [0.02, 0.02, -0.08], [0.02, 0.02, 0.04], [-0.17, -0.19, -0.07], [-0.45, -0.20, 0.03], [0.06, 0.01, -0.01], [0.12, 0.16, -0.01], [-0.17, -0.09, 0.08], [-0.01, 0.00, 0.00], [0.01, 0.01, 0.03], [0.02, 0.00, 0.01], [0.00, -0.01, -0.01], [0.08, 0.06, 0.00], [0.06, 0.06, 0.05], [0.10, 0.03, -0.04], [0.04, 0.01, -0.01]],
  "lowdin_charge": [-0.1586, -0.2349, 0.3418, -0.2334, -0.8790, -0.0156, 0.5021, -0.2580, -0.7721, -0.1596, 0.5236, 0.0210, 0.0209, 0.0111, -0.0345, 0.0653, 0.0446, 0.0518, 0.0138, 0.0364, 0.0509, 0.0655, 0.0703, -0.2244, -0.2252, -0.2267, 0.6369, -0.3257, -0.3444, -0.2225, 0.1113, 0.1151, 0.1128, 0.1047, 0.0947, 0.0954, 0.1028, 0.1072, -0.2260, -0.2146, -0.2109, 0.6580, -0.3142, -0.3231, -0.2231, 0.0558, 0.1243, 0.1120, 0.1123, 0.1020, 0.1078, 0.1060, 0.1050, -0.2220, -0.2145, -0.2143, 0.6675, -0.3186, -0.3126, -0.2278, 0.1139, 0.1191, 0.1158, 0.1127, 0.1026, 0.1049, 0.1087, 0.1078],
  "total_energy_ha": -3629.6230,
  "lumo_ev": 1.475,
  "largest_force_ha_per_bohr": 0.022,
  "total_charge": -1
}


{
  "formula": "C19H46O8P",
  "method": "ωB97M-V/def2-TZVPD",
  "species": ["C", "C", "C", "C", "C", "C", "C", "O", "P", "O", "H", "H", "H", "H", "H", "H", "H", "H", "H", "H", "H", "H", "H", "H", "H", "H", "H", "H", "C", "O", "C", "C", "O", "C", "C", "O", "C", "H", "H", "H", "H", "H", "H", "H", "H", "H", "H", "H", "H", "H", "H", "C", "O", "C", "C", "O", "C", "C", "O", "C", "H", "H", "H", "H", "H", "H", "H", "H", "H", "H", "H", "H", "H", "H"],
  "positions_angstrom": [[-1.2122, -1.2778, -3.9877], [-2.2148, -0.9565, -5.0999], [-1.5017, -0.2333, -6.2617], [-2.9084, -2.2452, -5.5801], [-4.3824, -2.1048, -5.9511], [-5.3457, -1.8635, -4.7870], [-6.7674, -1.4902, -5.2749], [-6.9295, -0.1101, -5.1633], [-5.6152, 0.7389, -4.3467], [-4.9660, -0.8548, -3.9099], [-0.7606, -0.3578, -3.6154], [-0.4339, -1.9348, -4.3906], [-1.7289, -1.7777, -3.1668], [-2.9529, -0.2704, -4.6960], [-1.2443, -0.9202, -7.0694], [-2.1353, 0.5577, -6.6658], [-0.5865, 0.2476, -5.9053], [-2.8001, -3.0293, -4.8223], [-2.3650, -2.6022, -6.4621], [-4.7023, -3.0484, -6.4141], [-4.5079, -1.3314, -6.7142], [-5.4305, -2.7936, -4.2051], [-7.5077, -1.9951, -4.6405], [-6.9069, -1.7861, -6.3228], [-6.1888, 2.0045, -4.7498], [-6.3840, 0.7402, -3.1134], [-4.4964, 1.3795, -3.6718], [-4.8392, 0.7014, -5.5806], [-1.1033, -0.6032, 2.3471], [0.1143, -0.3635, 1.6798], [0.2640, -1.0952, 0.4765], [1.0251, -0.2865, -0.5455], [0.3252, 0.8130, -1.0877], [0.0671, 1.9338, -0.2644], [1.2864, 2.7286, 0.1407], [2.0355, 2.0607, 1.1444], [3.4220, 2.2868, 1.0822], [-1.1216, -1.5963, 2.8131], [-1.2001, 0.1519, 3.1266], [-1.9560, -0.5154, 1.6660], [-0.7107, -1.3883, 0.0728], [0.8424, -2.0097, 0.6753], [1.2144, -0.9452, -1.3966], [1.9937, 0.0257, -0.1438], [-0.5172, 1.6662, 0.6181], [-0.5521, 2.5829, -0.8873], [0.9456, 3.6950, 0.5378], [1.9063, 2.9207, -0.7430], [3.8082, 2.1228, 0.0694], [3.8972, 1.5774, 1.7596], [3.6826, 3.3051, 1.3973], [3.3805, -1.6611, 3.1089], [3.4963, -0.4127, 3.7503], [2.2539, 0.1052, 4.2059], [2.4009, 0.8435, 5.5131], [2.6465, 0.0164, 6.6413], [3.9430, -0.5196, 6.8137], [4.9772, 0.4682, 7.3019], [5.3656, 1.3703, 6.2834], [5.7008, 2.6527, 6.7535], [2.8949, -1.5673, 2.1307], [4.3882, -2.0512, 2.9700], [2.8087, -2.3705, 3.7185], [1.5231, -0.7024, 4.3248], [1.8637, 0.7989, 3.4506], [1.4355, 1.3116, 5.7192], [3.1457, 1.6381, 5.4298], [4.2934, -1.0319, 5.9147], [3.8281, -1.2659, 7.6044], [5.8586, -0.0973, 7.6377], [4.5730, 1.0132, 8.1635], [4.9282, 3.0473, 7.4231], [5.7782, 3.3072, 5.8869], [6.6611, 2.6533, 7.2836]],
  "forces_ev_per_a": [[-0.28, 0.05, -0.34], [0.40, 0.05, -0.14], [-0.19, 0.16, 0.27], [-0.10, 0.16, 0.05], [0.03, -0.24, -0.21], [-0.31, 0.10, 0.19], [0.15, 0.41, 0.11], [-0.01, 0.06, -0.17], [-0.05, 0.13, 0.05], [0.16, 0.00, 0.12], [0.12, -0.05, 0.10], [0.11, -0.04, 0.18], [0.10, -0.03, 0.07], [-0.10, -0.14, 0.08], [0.12, 0.00, -0.04], [-0.04, -0.07, -0.14], [0.02, 0.00, -0.07], [-0.09, 0.03, 0.09], [0.02, -0.14, 0.02], [-0.01, 0.04, -0.09], [0.01, 0.10, 0.09], [0.19, -0.11, -0.07], [-0.10, -0.16, -0.10], [-0.11, -0.23, 0.01], [0.00, -0.03, 0.08], [0.04, -0.05, -0.06], [-0.05, 0.00, -0.02], [0.01, -0.04, -0.01], [0.07, -0.05, 0.04], [-0.12, 0.04, 0.00], [0.09, -0.04, 0.11], [0.18, -0.02, -0.13], [-0.03, -0.01, -0.08], [-0.16, 0.07, -0.03], [0.06, 0.11, 0.16], [-0.04, -0.17, -0.12], [0.01, 0.05, 0.09], [-0.04, -0.01, -0.03], [0.02, -0.02, 0.03], [-0.01, -0.01, 0.00], [-0.02, 0.07, -0.03], [-0.09, -0.07, -0.03], [0.00, 0.02, -0.02], [-0.05, -0.03, 0.12], [0.08, -0.04, 0.03], [-0.01, 0.01, 0.03], [0.03, 0.05, -0.10], [0.03, -0.05, 0.00], [0.00, 0.01, -0.01], [-0.01, 0.02, 0.04], [0.01, 0.02, -0.05], [0.01, 0.08, -0.14], [0.08, -0.12, 0.27], [-0.09, 0.16, -0.26], [0.00, 0.10, -0.05], [-0.07, 0.01, 0.11], [0.02, -0.13, -0.01], [0.17, 0.01, 0.04], [-0.23, 0.04, -0.06], [0.09, -0.03, -0.01], [-0.03, -0.02, 0.03], [0.01, 0.02, -0.03], [-0.01, 0.00, -0.01], [0.04, -0.04, 0.02], [-0.11, -0.06, 0.03], [0.01, 0.03, 0.00], [0.08, -0.09, -0.03], [0.02, 0.12, -0.05], [0.02, -0.04, -0.03], [-0.03, 0.02, 0.09], [-0.03, 0.02, -0.02], [0.00, 0.00, 0.00], [0.04, -0.01, -0.01], [-0.02, 0.01, 0.04]],
  "lowdin_charge": [-0.0897, -0.4207, -0.0766, -0.1839, -0.1744, -0.4358, -0.2746, -0.3931, 0.3829, -0.3694, 0.0637, 0.0748, 0.0717, 0.0856, 0.0604, 0.0669, 0.0618, 0.1055, 0.0955, 0.1072, 0.1087, 0.1287, 0.0983, 0.1008, -0.0640, -0.0363, -0.0610, -0.0250, -0.1087, -0.2221, -0.1969, -0.1870, -0.1174, -0.1795, -0.1953, -0.2121, -0.1104, 0.0877, 0.0865, 0.0930, 0.1295, 0.1210, 0.1285, 0.1168, 0.1204, 0.1342, 0.1268, 0.1263, 0.0876, 0.0804, 0.0872, -0.1035, -0.1963, -0.1972, -0.1757, -0.1216, -0.1914, -0.2086, -0.1940, -0.1177, 0.0778, 0.0866, 0.0911, 0.1236, 0.1155, 0.1290, 0.1209, 0.1213, 0.1266, 0.1259, 0.1236, 0.0869, 0.0870, 0.0859],
  "total_energy_ha": -1694.6516,
  "relative_energy_ev": 0.0000,
  "lumo_ev": 2.062,
  "largest_force_ha_per_bohr": 0.009,
  "total_charge": -1
}


{
  "formula": "C2H3N3S2",
  "method": "ωB97M-V/def2-TZVPD",
  "species": ["S", "S", "N", "C", "C", "N", "N", "H", "H", "H"],
  "positions_angstrom": [[2.7594, 1.1919, -0.4567], [1.6113, -0.7457, -1.0541], [0.2395, -0.4283, -0.1396], [-1.0158, -0.1166, -0.7196], [-1.8407, -0.0837, 0.3326], [-1.1283, -0.3292, 1.4640], [0.0796, -0.5598, 1.1841], [3.4571, 0.9378, 0.6834], [-1.2775, 0.0493, -1.7162], [-2.8847, 0.0843, 0.4221]],
  "forces_ev_per_a": [[-0.85, -1.42, -0.90], [1.71, 2.29, 1.75], [-2.20, 0.24, -2.14], [1.23, -0.38, 1.58], [-0.11, 0.05, 0.53], [-0.54, -0.16, 0.94], [1.33, -0.27, 0.23], [-0.46, -0.62, -0.35], [0.45, 0.09, -1.42], [-0.56, 0.18, -0.22]],
  "lowdin_charge": [0.3054, 0.6092, -0.6015, -0.1089, -0.1521, -0.0017, -0.0220, -0.2126, 0.0914, 0.0929],
  "total_energy_ha": -1038.5769,
  "smiles": "SSn1ccnn1",
  "relative_energy_ev": 1.6526,
  "lumo_ev": -1.157,
  "largest_force_ha_per_bohr": 0.065,
  "total_charge": 0
}